(1)
Molecular formula: C18H48F6MgNO12S2
Method: DFT, wB97M-V/def2-TZVPD

```
88
Properties=species:S:1:pos:R:3:forces:R:3
Mg 0.385317 -2.890851 -1.550494 -0.186 -1.196 -2.024
C -0.564169 1.022718 -2.505677 -1.478 0.249 2.568
F -0.194748 0.687077 -3.719329 0.177 0.455 0.533
F 0.457632 1.451572 -1.721167 -0.786 -0.277 -1.598
F -1.555538 1.975280 -2.535995 1.838 -1.125 -0.198
S -1.463097 -0.544971 -1.658886 -0.089 1.067 -0.983
O -2.729279 -0.084809 -1.156599 1.438 -0.269 0.894
O -1.568717 -1.382471 -2.791267 0.552 -1.911 -1.299
N -0.305921 -1.381761 -0.626576 -3.054 4.543 0.344
S -0.406517 -0.511809 0.761806 -0.314 -2.715 3.534
O -0.769232 0.854982 0.616849 0.415 0.634 -0.660
O -1.116400 -1.254327 1.801118 1.192 0.734 -1.525
C 1.406228 -0.593626 1.261602 -0.539 -0.619 0.921
F 1.807383 -1.803541 1.676113 -0.725 -0.281 0.166
F 2.155225 -0.302769 0.254559 1.117 0.846 -1.923
F 1.651835 0.252698 2.242499 -0.289 0.554 0.514
C 2.579893 0.148758 7.029407 0.672 -0.189 0.969
C 2.565885 1.517121 6.330991 -1.324 -1.320 -0.123
O 3.230298 1.356667 5.098013 1.047 0.626 -0.389
H 3.602809 -0.190324 7.193026 0.417 0.512 0.052
H 2.213172 -0.729011 6.497297 -0.749 0.482 -0.552
H 2.142883 0.123725 8.027646 -0.318 0.255 -0.048
H 2.941536 2.324628 6.959419 0.712 -0.225 -0.294
H 1.562751 1.844915 6.058271 -0.452 -0.126 0.476
H 2.725590 0.696399 4.617484 0.039 -0.016 -0.154
C 3.761621 -4.986790 -0.776994 -0.457 1.122 -0.213
C 3.079934 -3.688730 -0.330918 2.259 -1.100 1.392
O 1.671525 -3.824056 -0.472440 0.451 0.636 0.363
H 3.809252 -4.901338 -1.862600 0.471 -0.654 0.015
H 3.161546 -5.851769 -0.494450 0.116 -0.046 0.018
H 4.723163 -5.018069 -0.264592 0.151 -0.267 -0.482
H 3.592662 -2.829207 -0.762690 -1.125 0.185 -0.969
H 3.389673 -3.518754 0.700228 -0.835 -0.144 0.484
H 1.398530 -4.565280 0.073158 -0.199 -0.287 0.261
C -5.340033 -0.291069 0.954282 0.657 -1.294 -1.050
C -5.732327 -0.311549 -0.588044 0.356 1.592 3.413
O -7.148158 -0.482471 -0.623583 0.413 -0.480 -1.323
H -4.253099 -0.233236 1.012122 0.117 -0.043 0.193
H -5.659094 -1.241290 1.382494 0.122 -0.137 0.070
H -5.736686 0.467121 1.629488 -0.365 0.457 -0.657
H -5.114660 -1.031925 -1.124381 -0.905 -0.554 0.074
H -5.325767 0.646088 -0.913217 -0.753 0.277 -0.734
H -7.581920 0.243062 -0.168558 0.289 0.119 0.030
C 5.581335 -0.301061 1.235598 0.774 1.129 0.476
C 5.301278 0.556958 2.514786 -1.269 -3.151 -0.753
O 6.336722 1.387816 2.851391 0.583 1.348 -0.248
H 4.816710 -1.046377 1.016619 -0.082 0.102 0.274
H 6.556609 -0.781044 1.316548 -0.065 -0.296 0.300
H 5.713725 0.334649 0.360134 -0.353 0.204 -0.067
H 5.185572 -0.132882 3.350749 -0.182 -0.566 0.100
H 4.301314 0.983699 2.436842 0.108 0.826 -0.279
H 5.973459 1.894980 3.581070 0.395 0.370 0.225
C -1.767255 -2.345554 4.768687 1.040 0.905 -0.332
C -0.222660 -2.579683 4.880476 -1.977 1.118 1.861
O 0.181667 -3.631376 4.129592 1.013 -2.424 -1.715
H -1.948474 -1.290751 4.975211 -0.087 0.117 0.122
H -2.427113 -2.904012 5.432617 0.407 -0.384 -0.082
H -2.044512 -2.466069 3.721451 -0.097 -0.250 0.101
H 0.036475 -2.873348 5.897686 -0.165 0.849 0.548
H 0.336204 -1.685134 4.605593 -0.150 0.320 -0.011
H 0.691028 -4.186398 4.724652 0.035 -0.283 -0.511
C 0.912257 0.503803 -7.083979 -1.208 0.404 0.569
C 2.139749 0.378692 -6.204497 -0.599 1.754 -0.703
O 2.683356 -0.843565 -6.582309 1.274 -0.858 0.439
H 0.334419 1.426994 -7.127868 0.453 0.395 0.434
H 0.247811 -0.190475 -6.569576 -0.420 -0.396 -0.814
H 1.088637 0.251127 -8.129513 0.187 -0.391 0.214
H 1.864822 0.449164 -5.152097 0.075 -0.513 0.040
H 2.859139 1.182328 -6.361831 0.157 0.175 -0.053
H 3.312160 -0.581066 -7.258558 0.167 -0.631 -0.135
C -1.674683 3.291037 -5.823008 1.190 1.018 -0.860
C -2.864173 2.798120 -5.112186 -1.047 -0.698 0.501
O -4.060392 2.786388 -5.869192 0.132 -0.040 -0.540
H -0.907668 3.408435 -5.057495 0.289 0.328 -0.189
H -1.918368 4.250201 -6.279873 0.119 0.550 0.412
H -1.220945 2.803169 -6.685679 -0.432 -0.949 0.284
H -3.073727 3.519995 -4.322830 0.435 -0.291 0.687
H -2.713922 1.796800 -4.708610 -0.184 0.087 0.067
H -4.116063 3.712162 -6.117086 -0.642 0.049 -0.437
C -4.101186 3.098931 -0.480516 0.613 -0.401 0.317
C -3.677706 3.272757 1.025081 -1.157 0.838 -1.913
O -2.396336 3.939037 1.147408 -1.329 -1.152 0.338
H -3.683720 2.242779 -1.010447 0.205 -0.240 0.404
H -3.771839 3.944604 -1.084213 -0.173 0.350 0.316
H -5.183210 2.995151 -0.561428 -0.082 0.144 0.076
H -3.856952 2.359553 1.592567 0.937 -0.293 0.000
H -4.497878 3.895475 1.382338 0.571 0.714 0.478
H -1.776648 3.206988 1.106280 0.463 0.042 -0.026
```
Positions in Å, forces in eV/Å.

Computed properties:
LUMO level (spin up / spin down) in eV: -0.15 / -0.81
E_tot in Eh: -3267.660330
2S+1: 2
Total charge: 0

(2)
Molecular formula: C4H10N3
Method: DFT, wB97M-V/def2-TZVPD

```
17
Properties=species:S:1:pos:R:3:forces:R:3
C 2.584030 0.250013 2.097602 0.006 -0.049 0.031
C -0.271421 -1.588347 -1.415389 -0.108 -0.291 0.076
C -1.337124 -0.023980 0.697906 -0.632 -0.527 0.793
C -0.005983 -0.147360 -1.271678 0.016 0.316 0.150
N 1.612818 0.094759 1.522155 -0.253 -0.157 -0.209
N -0.153482 1.845335 -0.109089 0.456 0.956 0.352
N -0.487636 0.560083 -0.312126 0.106 -0.386 -0.948
H -1.335364 -1.782681 -1.558536 -0.060 -0.003 -0.037
H 3.483344 0.379610 2.636810 0.437 0.087 0.265
H 0.267289 -1.992256 -2.266417 0.018 0.029 -0.005
H -0.763514 -0.749187 1.277116 0.037 0.143 -0.081
H -1.697702 0.744814 1.376968 0.075 0.010 -0.116
H -2.188374 -0.528877 0.241582 0.084 0.126 -0.096
H 0.033991 -2.126800 -0.517611 0.058 -0.052 0.052
H 0.641900 0.347382 -1.983377 -0.012 0.198 0.060
H -0.814691 2.427094 0.381836 -0.121 -0.249 -0.178
H 0.431920 2.290398 -0.797751 -0.106 -0.152 -0.111
```
Positions in Å, forces in eV/Å.

Computed properties:
LUMO level in eV: -3.69
E_tot in Eh: -322.371151
Total charge: +1
ΔE to the lowest compared entry with this formula, charge and spin in kJ/mol: 234.8

(3)
Molecular formula: C6H16N3S
Method: DFT, wB97M-V/def2-TZVPD

```
26
Properties=species:S:1:pos:R:3:forces:R:3
C 1.091558 0.176757 0.830429 -2.492 0.681 1.888
C -0.120464 0.962440 -1.102188 -1.355 -0.627 2.677
C 0.542568 1.035730 1.918080 -0.665 -0.461 0.613
C 1.785016 -0.437985 -1.373784 -1.295 -1.681 0.303
C 0.460850 -2.467810 1.307455 -0.907 -2.592 -3.428
C -2.352168 2.193530 -2.028031 3.845 4.055 1.412
N -1.117813 -1.437128 0.146515 1.321 -1.253 -0.397
N 0.859587 0.304442 -0.457693 0.510 1.422 -3.145
N -0.334012 -1.271729 1.156893 0.706 0.215 0.748
S -1.528621 1.839327 -0.423974 0.965 -0.203 -0.683
H 1.901634 -0.391017 1.093415 2.118 -1.021 0.215
H -0.168575 0.973778 -2.153399 0.473 -0.347 -1.046
H -0.530860 1.287745 1.840420 0.679 0.383 -0.330
H 1.167344 1.856387 2.181222 0.234 1.128 -0.199
H 0.563131 0.464335 2.855875 0.241 -0.259 -0.052
H 2.785671 -0.122201 -1.384641 1.199 1.117 0.429
H 1.845943 -1.535986 -1.138688 -0.613 1.082 -0.004
H 1.365606 -0.307320 -2.345134 -0.025 -0.246 -0.729
H -0.176337 -3.189890 1.759904 -0.072 -0.603 1.205
H 0.526415 -2.997936 0.248157 -0.038 1.577 1.882
H 1.443591 -2.406131 1.640070 1.391 0.503 1.269
H -1.625501 2.808302 -2.659347 -1.039 -1.528 0.356
H -3.118837 2.878762 -1.830741 -1.039 1.334 0.818
H -2.860996 1.408179 -2.341519 -1.412 -3.922 -2.146
H -1.863765 -0.837242 0.161117 -2.333 2.209 0.296
H -0.540967 -0.787339 2.099589 -0.397 -0.964 -1.952
```
Positions in Å, forces in eV/Å.

Computed properties:
LUMO level (spin up / spin down) in eV: -4.06 / -4.13
E_tot in Eh: -800.233763
Total charge: +1
ΔE to the lowest compared entry with this formula, charge and spin in kJ/mol: 565.4

(4)
Molecular formula: C35H28AuF3P2
Method: DFT, wB97M-V/def2-TZVPD

```
69
Properties=species:S:1:pos:R:3:forces:R:3
Au 0.863052 1.169416 0.169953 0.081 0.394 -0.063
C 1.602065 -0.027815 -3.232970 -0.071 0.016 0.044
C 1.950406 1.432922 -2.938409 0.023 -0.019 0.004
P 0.715035 2.257624 -1.863543 0.167 0.053 -0.004
C -0.799573 2.351450 -2.862447 -0.063 -0.012 0.224
C -1.987156 2.618907 -2.180755 -0.020 -0.030 -0.074
C -3.181668 2.743699 -2.874149 0.071 -0.007 0.026
C -3.199205 2.586665 -4.253361 -0.002 -0.002 -0.008
C -2.023941 2.308689 -4.936287 -0.004 0.001 -0.005
C -0.826189 2.193173 -4.244222 0.000 0.030 -0.040
C 1.327195 3.975802 -1.791907 -0.024 -0.061 -0.044
C 1.329277 4.784525 -2.928631 -0.017 -0.010 0.049
C 1.842963 6.070126 -2.869445 -0.029 -0.038 -0.048
C 2.357343 6.557794 -1.675497 0.015 0.008 0.055
C 2.354943 5.761413 -0.540391 -0.012 0.000 -0.034
C 1.838871 4.473424 -0.596121 -0.004 -0.051 -0.028
P 1.352780 -1.062658 -1.710038 -0.004 -0.201 -0.163
C 0.960960 -2.653000 -2.546564 0.106 0.031 0.058
C -0.208005 -2.720917 -3.304790 -0.055 -0.034 0.003
C -0.577192 -3.899606 -3.933574 0.005 0.008 0.008
C 0.207640 -5.037014 -3.795231 0.013 0.000 0.007
C 1.360377 -4.985773 -3.026353 -0.009 0.038 0.004
C 1.737960 -3.800729 -2.406171 -0.023 0.013 -0.056
C 3.050369 -1.345707 -1.093880 0.006 0.063 -0.035
C 4.210078 -1.165556 -1.846428 -0.005 -0.039 0.042
C 5.457005 -1.395290 -1.282057 -0.010 0.001 -0.008
C 5.558472 -1.815207 0.037661 -0.018 -0.003 0.021
C 4.410831 -1.999319 0.796058 0.007 0.023 -0.044
C 3.165831 -1.755991 0.233902 0.003 0.025 0.003
H 2.343928 -0.473619 -3.897237 0.044 -0.020 0.020
H 0.648862 -0.080834 -3.766343 0.037 -0.018 0.015
H 2.094624 2.002114 -3.859788 -0.025 0.007 -0.020
H 2.887918 1.501033 -2.378416 0.007 0.002 -0.022
H -1.967725 2.722731 -1.101873 -0.021 -0.001 0.002
H -4.097446 2.954065 -2.337819 -0.001 0.000 -0.001
H -4.131435 2.675748 -4.795981 0.006 -0.002 -0.001
H -2.037913 2.181070 -6.010970 0.000 -0.001 0.002
H 0.083573 1.978736 -4.791887 -0.015 0.006 0.003
H 0.913869 4.413289 -3.858288 0.001 0.010 -0.018
H 1.838949 6.694353 -3.753675 -0.003 -0.007 0.000
H 2.756234 7.563141 -1.630662 -0.002 -0.005 0.001
H 2.750496 6.141139 0.392367 0.001 -0.003 0.001
H 1.831814 3.845797 0.287369 -0.004 0.010 0.008
H -0.846724 -1.847799 -3.394784 0.002 -0.011 -0.002
H -1.484562 -3.934940 -4.523040 0.000 0.007 0.002
H -0.082935 -5.959981 -4.280265 0.001 0.004 0.004
H 1.973797 -5.870147 -2.909236 0.001 0.004 0.002
H 2.644604 -3.770720 -1.815431 0.000 -0.006 0.001
H 4.153731 -0.848717 -2.880031 -0.011 0.006 -0.016
H 6.351048 -1.246714 -1.874427 -0.003 -0.001 0.002
H 6.532441 -1.989620 0.477328 -0.002 -0.002 -0.009
H 4.482855 -2.307052 1.831537 -0.008 -0.007 -0.005
H 2.274331 -1.855020 0.840658 -0.004 -0.002 0.010
F 6.407754 -1.082461 7.511399 0.005 0.002 -0.004
C 5.078348 -1.225349 7.643418 -0.008 0.012 0.011
F 4.851341 -2.518665 7.954035 -0.002 -0.004 0.010
F 4.712348 -0.508131 8.726637 0.002 -0.013 -0.003
C 4.326391 -0.806784 6.417198 0.010 0.008 -0.020
C 2.941878 -0.932715 6.408894 0.003 0.003 -0.018
C 2.221643 -0.556986 5.291654 -0.009 0.022 0.004
C 2.872469 -0.044472 4.163151 0.015 -0.062 -0.010
C 4.264522 0.076778 4.188615 0.004 -0.014 0.007
C 4.987366 -0.302185 5.307932 -0.010 -0.003 0.008
C 2.139692 0.329162 2.992370 -0.006 0.063 0.010
C 1.561686 0.651403 1.974832 -0.117 -0.187 0.137
H 2.432313 -1.328013 7.278472 -0.007 0.001 -0.005
H 1.144666 -0.653749 5.275655 0.002 -0.004 0.005
H 4.772720 0.467866 3.317193 -0.010 0.005 0.001
H 6.064126 -0.206155 5.319071 0.000 0.004 -0.007
```
Positions in Å, forces in eV/Å.

Computed properties:
LUMO level in eV: 0.43
E_tot in Eh: -2468.527530
Total charge: 0
ΔE to the lowest compared entry with this formula, charge and spin in kJ/mol: 16.6